Record 1
{"formula": "C28H84O28", "method": "wB97M-V/def2-TZVPD", "e_above_lowest_kcal_mol": 15.8, "e_lumo_ev": [-2.36, -8.67], "spin_multiplicity": 2, "total_charge": 1, "e_homo_ha": [-0.39877, -0.39877], "gap_ev": [8.49, 2.18], "symbols": ["O", "O", "O", "O", "O", "O", "O", "O", "O", "O", "O", "O", "O", "O", "O", "O", "O", "O", "O", "O", "O", "O", "O", "O", "O", "O", "O", "O", "C", "C", "C", "C", "C", "C", "C", "C", "C", "C", "C", "C", "C", "C", "C", "C", "C", "C", "C", "C", "C", "C", "C", "C", "C", "C", "C", "C", "H", "H", "H", "H", "H", "H", "H", "H", "H", "H", "H", "H", "H", "H", "H", "H", "H", "H", "H", "H", "H", "H", "H", "H", "H", "H", "H", "H", "H", "H", "H", "H", "H", "H", "H", "H", "H", "H", "H", "H", "H", "H", "H", "H", "H", "H", "H", "H", "H", "H", "H", "H", "H", "H", "H", "H", "H", "H", "H", "H", "H", "H", "H", "H", "H", "H", "H", "H", "H", "H", "H", "H", "H", "H", "H", "H", "H", "H", "H", "H", "H", "H", "H", "H"], "coordinates": [[2.7286, -1.3914, -1.8361], [-0.2946, -1.5246, -0.3145], [0.9064, -4.8159, 1.1755], [-0.9201, -1.5427, -6.2318], [-0.6791, 4.3161, 0.4543], [-3.7843, -2.9163, -2.5523], [-0.3396, 3.7098, -4.1917], [-2.6763, -5.2377, -1.2551], [4.9274, -0.8317, 2.9405], [1.3005, 2.0803, -2.2092], [-0.8466, -6.4082, -3.3465], [-2.2655, 2.9241, 2.3051], [5.0135, 3.8413, 1.4019], [0.8409, -2.8309, -4.4507], [-1.4913, 2.8201, -1.8399], [1.7525, 5.3615, 0.6667], [1.1271, -6.0630, 3.7540], [4.2820, 1.9576, 3.4257], [0.7454, 2.2634, 7.1486], [-3.8479, 2.7263, -0.2039], [-1.1476, -2.7647, 2.4308], [-0.2961, 5.9257, -1.9301], [-5.8569, -0.6489, -1.9024], [4.7491, -3.6962, -1.5928], [2.2248, 2.9811, -4.8261], [-1.5102, -5.3875, 3.5481], [1.3402, 0.9870, 0.2543], [-1.2555, 2.6206, 4.7670], [-4.7541, -1.0330, -1.0845], [3.9604, 4.8532, 1.2413], [-2.5139, -4.3577, 3.6101], [2.1032, -6.3961, 2.7089], [-1.2925, -5.0700, -1.3278], [-0.7525, -5.1278, -2.7787], [2.6838, 1.7842, -4.1666], [-1.2298, -1.6018, -4.8601], [2.6849, -2.5709, -1.0445], [-2.3910, -3.4140, 2.4826], [2.6332, 2.0872, -2.6563], [-3.7073, 3.0465, 2.2491], [-1.2351, 5.6164, 0.2868], [3.2701, 0.9110, 3.4497], [-1.2065, 2.5965, -4.1158], [-1.5402, 6.0678, -1.1772], [-4.2047, 2.2660, 1.0363], [2.6093, 4.2802, 0.9943], [3.7421, -0.1850, 2.5526], [3.3972, -3.7846, -1.7136], [0.1463, 0.5595, 0.8577], [0.1569, 2.2415, 4.6496], [0.0747, -1.7212, -4.0138], [2.1986, -5.2205, 1.7234], [-0.8067, -0.2114, -0.0902], [-3.5685, -1.6101, -1.9771], [-2.2246, 2.8756, -2.9812], [0.8962, 2.9291, 5.8977], [-2.4398, 5.5543, -1.5166], [3.1111, -6.5002, 3.1109], [1.9149, 3.2790, 5.7305], [-0.3512, -2.2894, -6.4329], [1.3256, 3.2385, -4.6099], [2.6044, 3.5714, 0.1662], [-4.1493, -2.8878, -3.4397], [2.3063, 1.3425, 3.1796], [-1.6614, -0.6454, -4.5650], [-0.8400, 0.3379, -1.0311], [-4.1043, 3.6510, -0.2290], [-5.2815, 2.1004, 1.0031], [-3.4627, -4.8917, 3.6613], [3.1460, 0.5496, 4.4705], [-1.8525, -0.2164, 0.2169], [-0.5972, 6.3319, 0.8055], [-2.0227, 2.9588, 3.2333], [0.2339, -5.9683, 3.4151], [0.7655, 2.6143, -2.8010], [-3.1208, -4.5014, -1.6814], [3.0159, -2.3016, -0.0415], [5.5325, -0.9202, 2.2004], [-0.7752, -2.4998, 3.2750], [0.6580, 2.7790, 3.8445], [-1.6242, -5.9384, 4.3260], [-1.4852, 2.3344, 5.6541], [-3.1119, -2.5964, 2.4762], [-2.6636, -1.7306, -1.3816], [3.9867, 5.5259, 2.0986], [0.2585, 1.1605, 4.5538], [2.9321, -0.8916, 2.3718], [-0.4295, -7.0524, -2.7697], [2.2441, 3.7105, 1.8488], [1.7278, -2.4783, -4.5535], [2.0607, 0.8914, -4.2192], [1.8594, -7.3295, 2.2017], [-2.6980, 3.8550, -2.9129], [-1.2753, 3.7720, 0.9741], [-0.5994, 1.6951, -4.0317], [1.6264, -2.7695, -0.8765], [-0.9518, 4.4458, -4.1202], [-2.2041, 5.7089, 0.7772], [-3.3237, -0.9007, -2.7676], [-1.1189, -4.1160, -0.8299], [0.6272, -0.7914, -4.1485], [-2.5514, -3.9335, 1.5378], [2.2131, -0.6638, -1.4806], [-2.0524, 2.7059, -1.0694], [4.7011, 3.2995, 2.1302], [-2.3369, -3.7974, 4.5282], [4.0179, 0.3056, 1.6191], [0.2491, -4.7005, -2.8269], [1.4239, 2.6312, 7.7195], [0.8435, 5.0566, 0.6170], [2.9772, -5.4688, 1.0021], [3.1457, 1.3218, -2.0736], [-0.0162, -1.9593, -2.9540], [5.0756, 1.6364, 3.8600], [3.0911, -3.7680, -2.7597], [0.3671, -4.2924, 1.7726], [-0.7406, -5.8172, -0.7576], [-6.1995, 0.2030, -1.6220], [2.6907, -4.3656, 2.1871], [3.2187, 2.9943, -2.5063], [-3.7261, 1.2918, 1.1362], [-2.0066, -2.3339, -4.6397], [4.2371, 5.4586, 0.3781], [3.0780, -4.7161, -1.2462], [1.1915, 1.4141, -0.5925], [0.3651, 3.8742, 6.0107], [-1.6299, 2.5552, -5.1193], [5.0603, -4.1827, -0.8260], [3.6930, 1.5791, -4.5240], [-3.8015, 4.1323, 2.2333], [0.0508, 5.0331, -1.8613], [-1.8267, 7.1191, -1.2065], [-4.5059, -0.1057, -0.5682], [-2.9296, 2.0493, -3.0721], [-0.3189, 1.4546, 1.2707], [0.2957, 0.0116, 1.7881], [-0.5641, -1.9850, 0.4837], [-1.2643, -4.4629, -3.4744], [-4.0553, 2.6250, 3.1922], [-5.1097, -1.6564, -0.2640]]}



Record 2
{"formula": "C28H85N5O12", "method": "wB97M-V/def2-TZVPD", "e_above_lowest_kcal_mol": 3.6, "e_lumo_ev": -0.08, "smiles": "COC[C@H](C)N.COC[C@H](C)N.COC[C@H](C)N.COC[C@H](C)N.COC[C@H](C)N.CCO.CCO.CCO.CCO.O.O.O", "total_charge": 0, "e_homo_ha": -0.30130, "gap_ev": 8.11, "symbols": ["O", "O", "O", "O", "O", "O", "O", "O", "O", "O", "O", "O", "N", "N", "N", "N", "N", "C", "C", "C", "C", "C", "C", "C", "C", "C", "C", "C", "C", "C", "C", "C", "C", "C", "C", "C", "C", "C", "C", "C", "C", "C", "C", "C", "C", "H", "H", "H", "H", "H", "H", "H", "H", "H", "H", "H", "H", "H", "H", "H", "H", "H", "H", "H", "H", "H", "H", "H", "H", "H", "H", "H", "H", "H", "H", "H", "H", "H", "H", "H", "H", "H", "H", "H", "H", "H", "H", "H", "H", "H", "H", "H", "H", "H", "H", "H", "H", "H", "H", "H", "H", "H", "H", "H", "H", "H", "H", "H", "H", "H", "H", "H", "H", "H", "H", "H", "H", "H", "H", "H", "H", "H", "H", "H", "H", "H", "H", "H", "H", "H"], "coordinates": [[16.8378, -22.6061, -18.0696], [15.4343, -18.8480, -13.1265], [20.3279, -27.8002, -15.9526], [19.0910, -17.6946, -16.4153], [17.0211, -21.0734, -13.2541], [11.6492, -20.3875, -16.8978], [15.9186, -23.8107, -14.2554], [18.5737, -18.3698, -22.2967], [17.6916, -26.6510, -18.9914], [14.7068, -24.8310, -16.8041], [20.0397, -22.3119, -18.0202], [14.6740, -23.0270, -19.9982], [20.3672, -25.0825, -16.9253], [12.5542, -17.5510, -14.7544], [19.4734, -21.7980, -21.2763], [22.0772, -17.3271, -15.9386], [17.9971, -24.4697, -20.8632], [17.1487, -26.7578, -20.2878], [17.8874, -21.1991, -12.1351], [11.0302, -21.6127, -16.7542], [18.6329, -20.6829, -21.7131], [19.9679, -24.3379, -14.6410], [20.5473, -25.4706, -15.4958], [13.7643, -18.4107, -16.7196], [17.0561, -21.1314, -10.8632], [13.4966, -22.3662, -19.5182], [12.4366, -18.3398, -15.9916], [19.2241, -17.3706, -17.7898], [19.9518, -18.6620, -15.8680], [17.1434, -20.3818, -17.0544], [19.2089, -17.1241, -22.3825], [17.9235, -25.9071, -21.2587], [19.6101, -29.0401, -15.8936], [15.9466, -17.5229, -13.0741], [17.4136, -20.5772, -20.8137], [19.7664, -26.7506, -15.1921], [19.3867, -19.3619, -21.6732], [20.5723, -17.0943, -13.9801], [16.8509, -27.3308, -18.0477], [21.0990, -18.0120, -15.0782], [11.9296, -19.7405, -15.6583], [16.5672, -21.7756, -16.9439], [13.5188, -20.9107, -19.9638], [19.3475, -26.3979, -21.5413], [16.5329, -17.0986, -14.4190], [20.2975, -17.0786, -22.3550], [19.8423, -21.7389, -20.3303], [17.0695, -24.2609, -20.4673], [14.5724, -23.4425, -20.8568], [18.5889, -22.0345, -12.2109], [19.8828, -16.3640, -14.4092], [14.4595, -18.9518, -16.0614], [21.6089, -18.8335, -14.5595], [19.4858, -18.2941, -18.3158], [13.5758, -22.3720, -18.4259], [22.4953, -18.0639, -16.5051], [12.7396, -20.3080, -15.1879], [17.5661, -21.3305, -9.9170], [14.3973, -20.3498, -19.6449], [17.1356, -27.8145, -20.5910], [17.4024, -25.8123, -22.2180], [18.8610, -22.6159, -21.2718], [19.8876, -26.5183, -20.5990], [16.1508, -19.4982, -13.3277], [17.6237, -20.3213, -19.7753], [19.0668, -29.1006, -14.9476], [18.8596, -16.4693, -21.5663], [16.8841, -21.9053, -13.7315], [18.3089, -20.9386, -22.7227], [15.4474, -24.2962, -13.5692], [21.6221, -16.7122, -16.5995], [19.1280, -22.3504, -17.7015], [16.8287, -21.5001, -20.8617], [18.5418, -24.3696, -19.9985], [15.0557, -16.9263, -12.8516], [17.4192, -27.2987, -17.1251], [21.3016, -16.5475, -13.3842], [19.6837, -24.7933, -13.6865], [12.8988, -16.6555, -15.0977], [18.9346, -29.0826, -16.7476], [19.4401, -19.3121, -15.1484], [20.3558, -25.9312, -17.4953], [16.1524, -21.7283, -10.9604], [13.7458, -24.9233, -16.8272], [12.5617, -20.4234, -19.7545], [14.2674, -17.4487, -16.8531], [14.9570, -24.5676, -17.7008], [19.0306, -23.9162, -15.0171], [19.9450, -25.7391, -22.1632], [15.6433, -24.2294, -15.0908], [13.5798, -20.8028, -21.0571], [12.5854, -22.8790, -19.8362], [17.0021, -22.2763, -16.0754], [16.8388, -16.0472, -14.3621], [19.4465, -19.0956, -20.5961], [19.2309, -27.3799, -22.0089], [20.4423, -23.1642, -17.7518], [16.7113, -17.3474, -12.3077], [16.0711, -22.5033, -18.6505], [10.8977, -22.0938, -17.7249], [11.7092, -17.8676, -16.6606], [10.0544, -21.6346, -16.2473], [20.4347, -19.3108, -21.9867], [19.8892, -27.0224, -14.1355], [18.1252, -20.3662, -17.5361], [19.4127, -24.7308, -16.9966], [20.6549, -23.4990, -14.5569], [15.4926, -21.6468, -16.7662], [20.0147, -17.6852, -13.2445], [13.3511, -17.9434, -14.2449], [16.6862, -19.8110, -21.1211], [16.0996, -26.4198, -20.3037], [18.7214, -26.5587, -15.4676], [17.3327, -19.9146, -16.0814], [18.3524, -16.8676, -18.1921], [11.0116, -19.5963, -15.0837], [16.4914, -19.6477, -17.5358], [17.4154, -17.6764, -14.7167], [20.0805, -16.6998, -17.9161], [20.3794, -29.8062, -15.9430], [16.7572, -20.0884, -10.7199], [18.8244, -16.6048, -23.2633], [21.6236, -25.5846, -15.3762], [15.9891, -17.1748, -15.3650], [20.3686, -19.2804, -16.6697], [13.6888, -18.9059, -17.6894], [16.7434, -28.3652, -18.3895], [11.5869, -22.3630, -16.1633], [15.8822, -26.8377, -17.9881], [18.5696, -20.3396, -12.1445]]}



Record 3
{"formula": "C28H87N21O13", "method": "wB97M-V/def2-TZVPD", "e_above_lowest_kcal_mol": 184.7, "e_lumo_ev": -0.06, "total_charge": 0, "e_homo_ha": -0.31108, "gap_ev": 8.41, "symbols": ["O", "O", "O", "O", "O", "O", "O", "O", "O", "O", "O", "O", "O", "N", "N", "N", "N", "N", "N", "N", "N", "N", "N", "N", "N", "N", "N", "N", "N", "N", "N", "N", "N", "N", "C", "C", "C", "C", "C", "C", "C", "C", "C", "C", "C", "C", "C", "C", "C", "C", "C", "C", "C", "C", "C", "C", "C", "C", "C", "C", "C", "C", "H", "H", "H", "H", "H", "H", "H", "H", "H", "H", "H", "H", "H", "H", "H", "H", "H", "H", "H", "H", "H", "H", "H", "H", "H", "H", "H", "H", "H", "H", "H", "H", "H", "H", "H", "H", "H", "H", "H", "H", "H", "H", "H", "H", "H", "H", "H", "H", "H", "H", "H", "H", "H", "H", "H", "H", "H", "H", "H", "H", "H", "H", "H", "H", "H", "H", "H", "H", "H", "H", "H", "H", "H", "H", "H", "H", "H", "H", "H", "H", "H", "H", "H", "H", "H", "H", "H"], "coordinates": [[1.6662, -3.6660, 0.1893], [-5.4614, -2.2468, -1.5806], [-1.0161, 0.0583, -1.0030], [-1.6259, 0.9134, -4.2451], [1.1920, -3.7388, -5.9989], [5.7528, 5.4124, 3.3535], [-1.6269, -2.0377, 3.4290], [0.0967, -7.3424, -1.2355], [1.8288, 0.4483, -4.6363], [1.3493, 4.3822, 0.1730], [3.1197, -1.0226, 1.4495], [-4.4845, 2.3794, 1.3189], [5.8398, 1.7523, -0.5926], [3.9659, 2.5028, 1.9522], [2.5817, 2.4673, -4.1777], [2.1699, -1.7441, -6.5036], [-1.1225, -4.7453, -1.0941], [4.6587, 2.1361, -2.4338], [-3.6203, -2.4722, -0.3208], [-4.3158, -4.1558, -1.3868], [-4.6450, 4.7202, 2.5836], [4.9913, -0.4194, 2.4534], [3.9196, 0.7773, -1.0804], [-2.1999, 4.1859, 1.0950], [-3.5265, -0.1182, -4.9430], [0.4581, -1.6548, -1.2223], [-2.6188, -0.6909, -3.1320], [4.5622, -2.5416, 2.1076], [0.8747, -0.0527, 0.1658], [-5.4253, -2.4828, 3.7050], [1.4217, -4.5188, 2.2883], [2.4381, -5.6317, 0.7549], [1.1756, -2.0545, -4.6395], [0.9587, 1.7278, -3.1007], [-4.1612, -1.7777, 3.4416], [4.1832, 3.6418, 2.8906], [-0.0234, -0.5666, -0.6256], [1.7806, 1.4801, -4.0572], [1.8281, -4.5428, 1.0522], [-0.0174, 3.8596, 0.1316], [4.1166, -1.3034, 2.0782], [-0.8335, 4.2281, 1.3721], [6.9474, 6.1004, 3.1722], [-0.5781, 3.3032, 2.6141], [-5.5631, 4.5153, 1.4832], [1.4691, -2.5581, -5.7510], [-1.4095, -1.5250, 2.0899], [-3.7848, 1.3431, 0.5920], [-4.2352, -0.4050, 4.0728], [-2.4846, 0.0704, -4.1949], [1.3668, -8.0089, -1.2203], [-5.9688, 5.7965, 0.7269], [-0.0492, -6.5005, -2.3739], [4.8803, 1.5887, -1.2720], [1.4901, 5.5661, -0.5568], [-4.9871, 3.4826, 0.5161], [-4.5854, -2.9411, -1.0957], [5.6479, 4.1273, 2.7516], [-2.9198, -2.6845, 3.8188], [-1.2568, -5.5256, -2.2784], [3.7136, 3.0250, 4.2481], [-1.2502, -4.4604, -3.4972], [-0.1921, -2.3263, -1.6047], [-3.3995, 0.1296, 3.6214], [5.6339, -0.6422, 3.2001], [1.3163, -8.8338, -1.9310], [-5.1330, 0.1581, 3.8180], [3.5114, 4.4243, 2.5377], [2.6382, 3.1494, 4.1213], [0.9389, 5.7308, -1.4826], [-6.5449, 5.5401, -0.1622], [-1.1189, 3.5984, 3.5133], [2.2198, -0.7593, -6.2851], [2.5010, -6.3620, 1.4498], [5.9854, 4.0541, 1.7178], [-5.0588, 6.3568, 0.5121], [-0.3746, -1.1944, 2.0026], [-6.4960, 4.2375, 1.9737], [-3.7215, -1.4673, -0.3147], [5.2442, -2.8082, 2.8033], [1.5244, -0.7099, 0.5734], [0.5401, -2.5737, -4.0508], [2.5400, -2.0941, -7.3757], [-1.9977, -0.6073, 2.0937], [-6.0273, -1.9906, 4.3495], [-2.3889, 3.2471, 0.7740], [2.6051, -5.8206, -0.2231], [3.9560, 1.6991, -3.0129], [-1.2999, -5.4230, -0.3665], [6.4055, 3.4655, 3.1712], [-3.8036, 0.6104, -5.5853], [2.9884, 2.4816, 1.6992], [-0.1576, -4.4809, -0.9560], [0.0525, -7.1124, -3.2702], [-2.9089, 1.7278, 0.0696], [0.7713, -5.7847, -2.4253], [5.3665, 2.6902, -2.8943], [0.5064, 3.2616, 2.7156], [4.1577, -3.2934, 1.5679], [-0.4920, 5.1853, 1.7660], [-2.0163, -0.3462, -2.3983], [-2.2360, -6.0034, -2.2470], [7.0685, 6.3527, 2.1187], [-3.5403, -4.6911, -1.0233], [-6.5620, 6.4116, 1.4036], [0.8859, 2.5957, -2.5892], [-4.6240, 3.8150, 3.0311], [3.9678, 0.0814, -0.3500], [-2.8493, -2.9468, 4.8744], [2.4019, 3.3759, -3.7750], [3.0818, 0.8409, -1.6408], [7.8064, 5.5289, 3.5237], [3.3878, 2.4004, -4.7826], [-5.4399, -3.4549, 3.9787], [0.7296, 0.8164, 0.6595], [1.1030, -3.6936, 2.7757], [-5.0017, -4.6181, -1.9664], [-4.2101, 3.9717, -0.0715], [1.2461, -1.9697, -0.6745], [0.2448, 1.0195, -3.0074], [-3.0422, -1.6072, -3.0962], [4.8401, 0.5536, 2.2289], [1.6094, -1.1725, -4.4068], [-2.3534, 4.7356, 0.2617], [-4.2086, -1.5930, 2.3684], [-1.6343, -4.9464, -4.3941], [1.7767, -5.2049, 2.9389], [-0.0571, 2.8183, -0.1880], [-4.2429, 0.7827, -0.2229], [-2.9764, -3.6607, 3.3371], [2.5587, 5.5554, -0.7715], [-0.4905, 4.3123, -0.7399], [-0.9352, 2.2820, 2.4813], [1.5758, -8.4410, -0.2416], [4.4929, 2.6953, 1.1124], [-5.7525, 3.0730, -0.1431], [4.0457, 3.5751, 5.1285], [3.9720, 1.9665, 4.2787], [-2.7329, -2.9383, -0.1974], [-3.5123, 0.6506, 1.3885], [-4.1068, -0.9337, -4.8080], [-1.5762, -2.1905, 1.2429], [-1.8160, -3.5503, -3.2978], [1.4317, 6.3041, 0.2432], [2.1557, -7.2946, -1.4557], [-3.7514, 4.8086, 2.1211], [-4.2795, -0.3713, 5.1614], [-0.2801, -4.0672, -3.8013], [6.9102, 7.0534, 3.7000]]}